Entry 1:
A 7-piece molecular cluster, C19H49FN12O9 overall in a non-equilibrium geometry. Source: the Open Molecules 2025 dataset; level of theory: ωB97M-V/def2-TZVPD.

E_HOMO in Ha: -0.3445
SMILES: CCCCC[C@H](CCCCCOC)OC(=O)F.NC(N)=O.NC(N)=O.NC(N)=O.NC(N)=O.NC(N)=O.NC(N)=O
F_max in Eh/bohr: 0.0749

XYZ file:
```
90
Properties=species:S:1:pos:R:3:lowdin_charge:R:1
C -2.39308 2.98818 -0.66001 -0.10
C -1.01496 3.74312 -0.81607 -0.24
C -0.81449 4.35688 -2.23424 -0.20
C -0.32012 3.37382 -3.35863 -0.18
C 0.49441 2.13603 -2.87532 -0.14
C -0.35059 0.87661 -2.58501 -0.28
C 0.54917 -0.39628 -2.53473 -0.13
C 1.66900 -0.25006 -1.45366 -0.18
C 1.10398 -0.10597 -0.01160 -0.19
C 2.19947 0.04115 1.07721 -0.17
C 3.14450 1.24635 0.86033 -0.23
O 4.16071 1.31676 1.87294 -0.21
C 5.36542 1.82795 1.28697 -0.12
O -1.49117 0.71892 -3.48382 0.04
C -2.38090 -0.14102 -2.99153 -0.59
O -3.17856 0.10181 -2.20510 0.23
F -2.33732 -1.42473 -3.44853 0.10
H -2.26379 1.94143 -0.32903 0.06
H -2.96744 3.47553 0.15776 0.07
H -3.01828 3.07858 -1.56682 0.07
H -0.16253 3.14581 -0.44502 0.08
H -1.09429 4.60756 -0.12056 0.10
H -1.82201 4.70941 -2.55361 0.10
H -0.19761 5.27870 -2.19779 0.10
H -1.14258 3.07761 -4.04204 0.10
H 0.37425 3.96265 -4.00037 0.10
H 1.22771 1.88490 -3.67747 0.12
H 1.11521 2.40225 -1.99957 0.11
H -0.75405 0.98355 -1.55869 0.12
H -0.07146 -1.27389 -2.26371 0.10
H 1.07004 -0.57247 -3.49857 0.13
H 2.32286 0.61765 -1.66298 0.09
H 2.30320 -1.15994 -1.51870 0.13
H 0.53759 -1.03108 0.22608 0.12
H 0.41855 0.75718 0.11122 0.09
H 1.70161 0.21551 2.04948 0.09
H 2.79426 -0.88764 1.20848 0.12
H 2.53327 2.17697 0.88589 0.13
H 3.66831 1.16499 -0.11633 0.10
H 6.02205 2.22592 2.08321 0.09
H 5.84248 1.00628 0.71015 0.09
H 5.13675 2.67710 0.60747 0.09
N -1.41802 -0.19735 3.57362 0.17
C -0.67644 0.94198 3.60570 -0.67
N -0.68392 1.59978 4.79415 0.17
O -0.05644 1.33021 2.62675 0.01
H -1.93886 -0.55045 4.35509 0.07
H -1.43474 -0.70445 2.70527 0.10
H -0.14761 2.44629 4.85513 0.10
H -1.19308 1.28236 5.60115 0.07
N -1.48517 -3.77393 -0.86641 0.16
C -0.26590 -4.38502 -0.82278 -0.70
N 0.33329 -4.55810 -2.03993 0.15
O 0.25083 -4.74793 0.21662 0.03
H -1.92367 -3.46834 -1.71561 0.08
H -1.96054 -3.62477 0.01044 0.06
H 1.23315 -5.00395 -2.04776 0.10
H -0.07393 -4.26652 -2.90846 0.09
N -0.83748 -0.23751 -7.58357 0.15
C -0.12933 0.92786 -7.65337 -0.69
N -0.12213 1.66019 -6.50316 0.16
O 0.44968 1.28385 -8.66323 0.03
H -1.32044 -0.54775 -6.76117 0.09
H -0.86664 -0.80548 -8.41089 0.10
H 0.38851 2.52477 -6.51250 0.10
H -0.59451 1.38101 -5.66132 0.06
N -5.30064 -2.35471 1.98853 0.15
C -4.44596 -3.32792 1.56256 -0.68
N -5.02514 -4.33087 0.84669 0.16
O -3.25010 -3.30208 1.80430 0.02
H -6.28537 -2.35608 1.80031 0.09
H -4.90570 -1.59780 2.51781 0.10
H -4.42334 -5.06549 0.51721 0.11
H -6.00442 -4.37205 0.63593 0.09
N 8.37798 -2.39148 1.89818 0.14
C 7.08388 -2.15127 1.53072 -0.69
N 6.37122 -1.38899 2.40681 0.16
O 6.60603 -2.58560 0.49839 0.02
H 8.79144 -2.04404 2.74252 0.09
H 8.93398 -2.94997 1.27627 0.10
H 5.41375 -1.18979 2.16934 0.09
H 6.74670 -1.02166 3.26049 0.10
N -4.35898 0.87605 7.44151 0.15
C -3.51299 -0.10608 7.02531 -0.69
N -4.10472 -1.12256 6.33370 0.15
O -2.31406 -0.08106 7.25365 0.02
H -5.34584 0.87412 7.26479 0.09
H -3.95670 1.64015 7.95463 0.11
H -3.51044 -1.86739 6.01322 0.11
H -5.08672 -1.16426 6.13566 0.09
```

Entry 2:
A 2-piece molecular cluster, C5H11O2 overall in a non-equilibrium geometry. Source: the Open Molecules 2025 dataset; level of theory: ωB97M-V/def2-TZVPD.

Net charge: -1
E_HOMO in Ha: -0.1373
ΔE to the lowest compared entry with this formula, charge and spin in kJ/mol: 85.2
F_max in Eh/bohr: 0.0312

XYZ file:
```
18
Properties=species:S:1:pos:R:3:lowdin_charge:R:1
C -0.11914 1.84618 -0.45279 -0.29
C -0.66878 1.42871 0.97664 -0.10
C -0.47939 0.77042 -1.50091 -0.13
H -0.42552 2.82595 -0.82461 0.08
H 0.94444 1.92863 -0.27504 0.08
H -0.89360 0.35954 0.98026 0.06
H -1.55093 1.94817 1.31244 0.05
H 0.27187 0.00351 -1.39060 0.04
H -1.54738 0.52025 -1.51692 0.08
H 0.17629 1.64781 1.61316 0.05
H -0.43683 1.09694 -2.54731 0.05
C 1.16539 -1.58368 0.46098 -0.06
C 0.04899 -2.69022 0.63493 -0.80
O -0.16176 -3.05603 1.81108 -0.11
O -0.46465 -3.03200 -0.44831 -0.11
H 1.71488 -1.36950 1.36424 0.04
H 0.56503 -0.72543 0.12130 0.00
H 1.86108 -1.91926 -0.31852 0.06
```

Number 1: HOMO-LUMO gap 9.43 eV. Number 2: HOMO-LUMO gap 7.42 eV.